(1)
# C2H4O2Si

2 unconnected molecules or ions with the total composition C2H4O2Si in a non-equilibrium geometry (ωB97M-V with the def2-TZVPD basis set, OMol25).

As for the multiplicity: 1. The value obtained for the largest force on an atom is 3.16 eV/A.

Positions of all 9 atoms, in Å:
C 1.6415 -0.1476 0.0555
C 2.2036 -1.2145 0.2935
O -1.8876 -0.0704 -1.4236
O -1.4071 1.0844 0.8010
Si -1.1335 -0.4186 0.0089
H 1.4202 0.8952 -0.1280
H 2.3223 -2.2650 0.2856
H -2.2056 0.8042 -1.5239
H -0.9538 1.3323 1.6311

Cartesian forces, eV/Å:
C 1.94 -1.27 0.51
C -1.88 2.33 -1.01
O 0.73 -1.34 0.35
O 0.62 -0.33 -0.06
Si -0.84 0.45 0.68
H 0.04 -0.55 0.15
H 0.42 -0.34 0.32
H -0.62 1.54 -0.24
H -0.40 -0.50 -0.69



(2)
# C2H11N2O

2 unconnected molecules or ions with the total composition C2H11N2O in a non-equilibrium geometry (ωB97M-V with the def2-TZVPD basis set, OMol25).

As for the multiplicity: 1. Its charge is +1. The value obtained for the largest force on an atom is 3.34 eV/A.

Positions of all 16 atoms, in Å:
N -0.6443 0.4464 0.5774
C 0.2811 -0.6787 0.0174
C 1.7576 -0.1867 0.0819
N 2.6176 -1.2581 -0.3364
H -0.4632 1.3466 0.1242
H -0.4928 0.5699 1.5588
H -1.5878 0.2499 0.4213
H -0.1952 -1.0111 -1.0467
H 0.1014 -1.4349 0.6980
H 2.0623 0.1154 1.1022
H 1.8284 0.8177 -0.5544
H 2.3843 -1.8453 -1.1526
H 3.6978 -1.3379 -0.1771
H -3.9938 1.2642 -0.8695
H -3.7266 1.3382 0.4859
O -3.2075 1.3502 -0.3592

Cartesian forces, eV/Å:
N 2.61 0.12 -1.09
C -0.86 1.66 -2.22
C 0.31 1.27 -1.58
N 2.35 -1.62 -0.41
H 0.01 -0.10 -0.06
H 0.22 0.04 0.84
H -2.27 -0.42 -0.53
H 1.57 1.06 2.47
H -0.07 -1.93 1.16
H -0.50 -0.24 -0.29
H -0.13 -1.77 0.93
H -0.07 1.02 0.70
H -3.19 0.96 -0.08
H -0.68 -0.14 -1.93
H 1.19 0.27 -0.25
O -0.47 -0.20 2.35



(3)
# C2H14O5

6 unconnected molecules or ions with the total composition C2H14O5 in a non-equilibrium geometry (ωB97M-V with the def2-TZVPD basis set, OMol25).

As for the multiplicity: 1. The value obtained for the largest force on an atom is 1.24 eV/A. Its SMILES is C=C.O.O.O.O.O.

Positions of all 21 atoms, in Å:
C -2.6695 1.3163 1.0024
C -2.1163 0.7630 2.0772
H -3.1760 2.2469 1.2137
H -2.5146 0.9309 0.0116
H -2.2822 1.2677 3.0183
H -1.4680 -0.0704 2.0141
H -0.4651 -0.5554 -0.6683
H -0.8652 -0.8134 -2.0838
O -1.0802 -1.0963 -1.1890
H 2.5617 -3.7621 1.2112
H 2.8283 -2.6342 0.2654
O 2.5270 -3.5535 0.2703
H 4.0623 -0.3219 0.1017
H 2.6116 0.0209 0.2052
O 3.2840 -0.5254 0.6367
H 1.3565 1.5124 0.2059
H 0.2033 1.5596 -0.8000
O 0.7583 0.9485 -0.2972
H -2.1719 1.5811 -2.2771
H -2.0683 3.0763 -2.0247
O -1.6703 2.2333 -1.7796

Cartesian forces, eV/Å:
C 0.51 -0.06 1.04
C -0.52 1.02 -0.48
H -0.45 0.06 -0.65
H -0.20 0.04 -0.10
H 0.20 -0.28 0.28
H 0.38 -0.88 0.13
H -0.09 -0.28 0.17
H -0.05 -0.27 -0.11
O 0.12 0.48 -0.08
H -0.09 -0.17 -0.13
H -0.09 0.10 -0.14
O 0.18 0.17 0.31
H 0.10 -0.20 0.22
H -0.23 -0.43 0.07
O 0.12 0.35 -0.44
H -0.30 0.11 0.12
H -0.20 0.08 -0.05
O 0.37 0.15 -0.02
H -0.02 -0.16 0.03
H 0.11 -0.01 0.08
O 0.13 0.20 -0.24



(4)
# C11H28NbO3

A molecular structure, C11H28NbO3 in a non-equilibrium geometry (ωB97M-V with the def2-TZVPD basis set, OMol25).

As for the multiplicity: 1. Its charge is -1. The value obtained for the largest force on an atom is 2.45 eV/A.

Positions of all 43 atoms, in Å:
C 2.2083 1.6814 1.0118
C 0.8486 1.0970 0.6321
C 0.7088 -0.3920 0.9241
C -0.3497 -1.0740 0.0771
C -1.7824 -0.7088 0.4803
C -2.7186 -0.3439 -0.6774
C -3.2357 1.0938 -0.6615
Nb -4.5040 1.7944 1.0915
C -6.0226 0.1379 1.3197
H 2.5753 2.3622 0.2528
H 2.9523 0.9025 1.1323
H 2.1578 2.2416 1.9382
H 0.0694 1.6345 1.1598
H 0.6659 1.2609 -0.4264
H 0.4281 -0.5215 1.9679
H 1.6762 -0.8710 0.7919
H -0.1922 -0.7834 -0.9604
H -0.2115 -2.1495 0.1516
H -1.7504 0.1289 1.1673
H -2.2069 -1.5420 1.0298
H -2.1732 -0.5173 -1.6073
H -3.5620 -1.0291 -0.7086
H -2.3993 1.7722 -0.8281
H -3.8999 1.2333 -1.5181
H -3.4680 1.1235 2.4668
H -3.5257 3.3504 1.2404
H -5.6256 2.7756 -0.0150
H -5.3491 2.6902 2.4714
H -6.8007 0.2467 0.5694
H -5.5125 -0.8165 1.1962
H -6.4878 0.1683 2.2986
C 2.6166 -2.1710 -1.7821
O 3.9744 -2.1553 -2.2474
C 4.7964 -1.4293 -1.4998
O 4.5074 -0.8329 -0.4968
O 6.0133 -1.4723 -2.0502
C 6.9968 -0.7188 -1.3373
H 2.0766 -2.8069 -2.4753
H 2.5609 -2.5789 -0.7758
H 2.1949 -1.1687 -1.7870
H 7.1113 -1.0983 -0.3242
H 6.7198 0.3323 -1.2965
H 7.9186 -0.8462 -1.8958

Cartesian forces, eV/Å:
C -0.07 0.01 0.10
C 0.04 0.00 0.02
C -0.07 0.08 0.19
C -0.04 0.11 0.06
C 0.05 0.02 -0.11
C -0.02 -0.04 -0.10
C 0.36 0.42 0.47
Nb -0.26 -1.98 -1.41
C 0.16 0.86 0.45
H 0.07 0.19 -0.17
H 0.21 -0.17 -0.02
H 0.02 0.07 0.26
H -0.27 0.18 -0.04
H -0.03 0.01 -0.26
H 0.13 -0.09 0.29
H 0.20 -0.13 -0.08
H 0.08 -0.07 -0.28
H 0.03 -0.28 -0.16
H -0.05 0.16 0.21
H -0.10 -0.12 0.29
H 0.04 -0.12 -0.25
H -0.20 -0.18 0.05
H 0.18 0.17 -0.10
H -0.26 0.15 -0.15
H -0.01 0.48 0.38
H -0.30 -0.01 0.28
H -0.04 0.50 0.43
H 0.33 0.19 -0.22
H -0.16 -0.03 -0.24
H 0.18 -0.21 -0.08
H -0.18 -0.17 0.20
C -0.11 -0.04 -0.01
O -0.05 -0.02 -0.04
C 0.03 0.00 -0.01
O -0.02 0.02 0.06
O 0.03 0.00 -0.01
C 0.05 -0.01 -0.04
H 0.01 -0.01 -0.03
H 0.01 0.02 0.03
H 0.03 0.04 0.03
H -0.01 0.00 0.03
H -0.02 0.02 0.01
H 0.02 0.00 0.00



| no. | orbital gap (eV) | HOMO energy (hartree) |
| --- | --- | --- |
| 1 | 9.095 | -0.319 |
| 2 | 9.353 | -0.469 |
| 3 | 10.000 | -0.361 |
| 4 | 6.410 | -0.154 |